The following is a quantum chemistry calculation of C8H16ClNiO4S2 as an isolated structure at a distorted geometry, from the Open Molecules 2025 dataset.

```
32
Properties=species:S:1:pos:R:3:forces:R:3:lowdin_charge:R:1
Ni 2.0781 0.6811 0.2013 -1.0 -3.6 -0.2 0.982
Cl 0.0888 -0.4739 -0.8067 2.1 1.7 1.1 0.025
C -2.7863 3.7405 -0.0162 1.0 -0.1 -1.0 -0.127
C -1.7015 2.6021 -0.2918 -0.4 0.7 0.9 -0.217
C -1.7268 2.2726 -1.7922 0.0 -0.7 1.8 -0.178
S -1.7091 3.9448 -2.5756 1.2 0.6 -1.9 0.881
O -2.5473 3.9251 -3.7580 0.6 0.2 1.4 -0.186
O -0.2485 4.2287 -2.7027 -2.2 -0.1 0.8 -0.174
C -2.5462 4.8595 -1.1016 -1.5 -0.4 0.4 -0.071
H -2.8538 4.1569 0.9889 1.1 0.2 0.0 0.130
H -3.8328 3.4517 -0.1140 0.2 -0.8 -0.6 0.127
H -1.8374 1.7093 0.3185 -0.8 -0.4 -0.4 0.108
H -0.7011 2.8236 0.0801 0.1 1.0 -0.3 0.099
H -2.6595 1.7258 -1.9311 0.0 0.4 -1.1 0.139
H -0.8383 1.8231 -2.2356 -0.3 -0.3 0.2 0.069
H -3.4732 5.0531 -1.6414 -0.1 0.1 -0.1 0.106
H -2.1588 5.8358 -0.8105 0.9 -0.4 -0.2 0.127
C 1.9210 -4.7857 0.6127 -0.9 2.1 -0.1 -0.144
C 0.7373 -3.7274 0.8366 0.1 -0.3 -0.2 -0.222
C 1.0097 -2.8221 2.0484 2.0 -0.5 -0.2 -0.171
S 2.8917 -2.4123 1.7758 -2.6 -1.9 3.4 0.783
O 3.5591 -2.4129 3.0828 -0.6 0.0 -2.3 -0.299
O 3.0486 -1.1794 0.9786 -0.3 2.7 -1.7 -0.462
C 3.2113 -3.9228 0.6553 -0.3 1.0 2.1 -0.137
H 1.8072 -5.2379 -0.3726 0.0 0.2 0.0 0.120
H 1.8692 -5.6071 1.3274 0.4 0.4 0.2 0.123
H -0.2480 -4.1929 0.8607 0.1 -0.2 0.4 0.122
H 0.6768 -3.1056 -0.0565 0.2 0.1 -0.1 0.050
H 1.0896 -3.3431 3.0025 0.0 -0.4 -0.1 0.100
H 0.3941 -1.9576 2.2968 0.1 0.2 -0.8 0.092
H 3.9584 -4.3447 1.3276 0.7 -0.3 -0.9 0.104
H 3.5275 -3.3081 -0.1874 0.2 -1.1 -0.5 0.100
```
Positions in Å, forces in eV/Å.

net charge = +2
expectation value of S² = 3.765
calculated total energy = -91957.75191 eV
spin multiplicity = 4


The following is a quantum chemistry calculation of an isolated ion of composition C8H16F2P and charge +1 at a distorted geometry, from the Open Molecules 2025 dataset.

```
27
Properties=species:S:1:pos:R:3:forces:R:3:lowdin_charge:R:1
C -0.2533 -1.6349 -2.3857 -0.8 -0.4 -1.2 -0.031
C 0.3554 -1.0922 -1.3490 -0.4 2.6 2.2 -0.175
C 0.6685 0.4655 2.5780 0.0 0.0 0.1 -0.117
C 1.6254 1.7960 -1.5562 0.1 0.0 0.0 -0.118
C -2.1183 -1.4961 0.8071 0.1 0.0 0.0 -0.111
C 1.0831 -0.3002 1.3243 -0.2 0.2 0.1 -0.309
C 0.3264 1.7634 -0.7550 0.0 -0.3 -0.1 -0.289
C -1.7771 -0.0864 0.3250 0.2 0.1 0.3 -0.315
F -1.4958 -1.2853 -2.6595 -0.4 -0.5 -0.5 0.128
F 1.8575 -1.6041 -1.1327 2.0 -1.0 0.2 -0.137
P -0.0071 0.1033 -0.0702 -0.3 -0.6 -0.9 1.001
H 0.1795 -2.3684 -3.0543 -0.2 -0.1 -0.4 0.151
H 0.6478 1.5413 2.4039 0.0 0.0 0.1 0.075
H -0.3142 0.1504 2.9268 0.0 0.0 0.1 0.072
H 1.3845 0.2728 3.3750 0.0 0.0 0.0 0.090
H 1.8291 2.8152 -1.8772 0.0 0.0 0.0 0.089
H 2.4750 1.4542 -0.9664 0.0 0.0 0.0 0.080
H 1.5550 1.1697 -2.4433 0.0 0.0 0.0 0.075
H -1.8993 -2.2399 0.0395 0.0 0.0 0.0 0.072
H -1.5641 -1.7599 1.7071 0.0 0.0 0.0 0.076
H -3.1820 -1.5512 1.0353 0.1 0.0 0.0 0.091
H 1.0415 -1.3816 1.4862 0.0 0.1 -0.2 0.105
H 2.1073 -0.0519 1.0286 -0.2 -0.1 -0.1 0.099
H -0.5236 2.0500 -1.3807 0.0 -0.1 0.1 0.104
H 0.3705 2.4622 0.0848 -0.1 -0.1 0.1 0.101
H -2.0267 0.6535 1.0871 0.0 0.1 0.0 0.099
H -2.3449 0.1545 -0.5785 0.2 0.1 0.1 0.096
```
Positions in Å, forces in eV/Å.

net charge = +1
expectation value of S² = 2.008
calculated total energy = -23267.12836 eV
spin multiplicity = 3


The following is a quantum chemistry calculation of a 2-piece molecular cluster, C8H16FN2O2P overall at a distorted geometry, from the Open Molecules 2025 dataset.

```
30
Properties=species:S:1:pos:R:3:forces:R:3:lowdin_charge:R:1
C 3.4782 0.7497 -0.2997 -1.6 -0.2 -1.0 -0.273
P 3.3931 -0.9303 -1.1819 1.5 -1.4 1.3 0.862
O 3.5814 -0.7136 -2.8426 -0.9 0.5 0.8 -0.348
C 1.6147 -1.4759 -0.8329 0.9 0.4 -0.3 -0.346
C 1.1109 -2.4927 0.0528 0.2 3.6 -3.2 0.000
N -0.2983 -2.3441 -0.1345 1.1 0.6 -0.5 0.141
C -0.5863 -1.3606 -1.0214 -0.1 1.5 -1.8 -0.191
C -1.9294 -0.7778 -1.5383 0.2 0.5 1.3 -0.052
C -1.8313 0.7946 -1.3108 0.3 -0.1 0.8 -0.162
F -1.3233 1.4356 -2.4917 -0.3 -0.8 0.5 -0.113
N 0.5808 -0.7667 -1.5180 -1.3 -4.4 3.8 0.152
H 2.8328 1.4598 -0.9027 0.9 -0.3 0.9 0.045
H 2.9590 0.5680 0.6914 0.7 0.2 -1.1 0.054
H 4.5291 1.1118 -0.1772 -1.0 -0.4 -0.2 0.042
H 4.2650 -1.3034 -3.2056 -0.4 0.2 0.5 0.046
H 1.7026 -3.1620 0.7105 -1.1 0.6 -0.6 0.133
H -0.9866 -2.8991 0.3735 0.0 0.6 -0.3 0.183
H -2.1221 -0.9682 -2.6298 0.3 -0.1 1.1 0.132
H -2.7468 -1.1394 -0.8599 0.6 0.3 -0.8 0.125
H -2.8235 1.2264 -1.0254 1.0 -0.4 -0.4 0.128
H -1.0871 1.0051 -0.4890 -1.2 -0.1 -0.7 0.113
H 0.6519 0.0108 -2.1750 -0.2 -0.3 0.3 0.165
C -1.9356 2.2287 2.9900 0.5 0.1 0.7 -0.152
C -1.8097 0.7198 2.6933 -0.3 1.4 0.1 -0.600
O -2.4914 0.4516 1.5650 0.3 -1.2 -0.9 -0.361
H -2.9776 2.5249 3.1397 0.0 -0.2 -0.1 0.054
H -1.3872 2.4805 3.9097 0.0 0.1 0.0 0.047
H -1.5152 2.8365 2.1823 -0.1 -0.1 -0.1 0.047
H -2.1357 0.2145 3.6282 -0.3 -0.3 0.0 0.070
H -0.7122 0.5157 2.7000 0.3 -0.2 -0.3 0.058
```
Positions in Å, forces in eV/Å.

calculated total energy = -27632.88215 eV
spin multiplicity = 1


The following is a quantum chemistry calculation of a 2-piece molecular cluster, C8H16FNO2S overall at a distorted geometry, from the Open Molecules 2025 dataset.

```
29
Properties=species:S:1:pos:R:3:forces:R:3:lowdin_charge:R:1
C -1.7116 -2.2080 1.9561 -1.4 -2.1 1.7 0.012
C -1.9980 -3.2756 2.7398 0.3 0.4 -0.9 -0.198
S -2.6529 -3.1249 4.3514 0.3 -0.3 1.4 0.657
O -4.0689 -3.3551 4.3784 1.1 0.1 -0.3 -0.264
O -2.0580 -2.0241 5.0520 -0.5 -0.6 -0.5 -0.270
F -2.0130 -4.4679 5.0260 -0.4 1.1 -0.7 -0.206
H -1.5946 -2.4319 0.9022 0.1 0.2 0.4 0.073
H -1.6992 -1.2005 2.3633 -0.3 -0.5 -0.2 0.075
H -1.9367 -4.3110 2.3900 -0.3 0.4 0.1 0.097
C -1.8707 0.1225 0.1230 0.5 -0.1 0.1 -0.085
N -0.6353 -0.5153 0.5959 1.0 2.1 -1.9 -0.299
C 0.1359 0.3633 1.4985 -0.3 -0.5 0.3 -0.184
C 1.5592 0.7544 1.0885 -0.1 0.2 -0.2 -0.183
C 2.3227 -0.3539 0.3755 -0.1 -0.1 0.1 -0.207
C 1.5155 -0.8980 -0.7955 -0.1 0.2 -0.2 -0.184
C 0.0795 -1.2882 -0.4339 -0.2 -0.3 0.4 -0.194
H -2.1681 -0.2711 -0.8577 0.0 0.1 0.3 0.085
H -2.6832 -0.0778 0.8338 -0.1 0.1 -0.1 0.077
H -1.7491 1.2147 0.0502 -0.2 -0.2 -0.1 0.087
H -0.4540 1.2795 1.6485 0.2 -0.2 0.1 0.114
H 0.1722 -0.1402 2.4769 0.1 0.1 0.0 0.112
H 1.5088 1.6377 0.4394 0.1 -0.1 0.0 0.113
H 2.0950 1.0527 1.9943 -0.1 0.1 -0.1 0.111
H 3.2768 0.0390 0.0076 -0.1 -0.1 0.1 0.110
H 2.5554 -1.1627 1.0800 -0.1 0.1 0.0 0.116
H 1.4847 -0.1558 -1.6017 0.1 0.0 0.1 0.112
H 2.0048 -1.7898 -1.1978 0.0 0.1 -0.1 0.110
H 0.0975 -2.3309 -0.0811 0.1 -0.1 -0.1 0.101
H -0.5353 -1.2802 -1.3453 0.3 -0.1 0.2 0.112
```
Positions in Å, forces in eV/Å.

structure (SMILES) = C=CS(=O)(=O)F.CN1CCCCC1
ΔE to the lowest compared entry with this formula, charge and spin = 22.37 kcal/mol
calculated total energy = -27690.95255 eV
spin multiplicity = 1


The following is a quantum chemistry calculation of C8H16GaN2O2S as an isolated structure, from the Open Molecules 2025 dataset.

```
30
Properties=species:S:1:pos:R:3:forces:R:3:lowdin_charge:R:1
O 1.9570 -2.6412 -0.5939 0.2 0.1 -0.3 -0.122
C 2.9713 -1.8342 -0.0144 0.0 0.0 0.1 -0.287
C 2.9659 -0.3636 -0.4781 0.3 -0.1 0.0 -0.223
C 3.0996 0.6702 0.6574 0.0 0.3 0.0 -0.310
C 1.8468 1.5370 0.9230 0.1 -0.1 0.1 -0.317
Ga -0.0249 0.6912 0.7648 0.2 0.0 0.0 0.352
C -1.0499 1.8783 -0.5800 -0.2 0.0 0.1 -0.356
C -2.5829 1.9678 -0.5993 0.3 0.4 -0.5 -0.568
S -3.4991 1.1190 0.7170 -0.2 -0.1 0.1 0.917
C -3.5930 -0.4537 0.0046 0.1 -0.1 -0.2 -0.708
N -3.3674 -0.8535 -1.2069 -0.1 0.1 0.2 0.051
N -3.6092 -2.2299 -1.2110 0.0 0.0 0.1 0.043
C -3.9584 -2.5310 -0.0179 0.0 -0.2 -0.2 -0.220
O -3.9797 -1.4702 0.8217 0.0 -0.1 0.0 0.011
H 1.1710 -2.0786 -0.6727 -0.1 -0.1 0.3 0.008
H 2.8982 -1.8879 1.0819 -0.1 0.1 -0.1 0.103
H 3.9271 -2.2952 -0.2901 -0.1 -0.1 0.1 0.103
H 3.7981 -0.2339 -1.1818 -0.1 0.0 0.0 0.095
H 2.0509 -0.1721 -1.0428 0.0 0.0 0.1 0.077
H 3.3869 0.1595 1.5858 -0.1 -0.1 -0.1 0.087
H 3.9499 1.3257 0.4181 0.0 -0.1 0.1 0.082
H 1.9038 1.8979 1.9592 0.0 0.1 -0.1 0.020
H 1.9036 2.4423 0.3018 -0.1 -0.1 -0.1 0.030
H 0.0355 -0.8049 0.1339 -0.1 0.0 0.0 -0.059
H -0.6827 0.6260 2.2295 0.0 0.0 0.0 -0.098
H -0.6529 2.8906 -0.4348 0.0 -0.1 0.0 0.026
H -0.7350 1.5512 -1.5772 0.1 0.0 0.1 0.035
H -2.9273 3.0050 -0.5179 0.0 -0.1 0.1 0.053
H -2.9833 1.5947 -1.5441 -0.1 0.0 0.2 0.054
H -4.2197 -3.5064 0.3639 0.0 0.2 0.0 0.122
```
Positions in Å, forces in eV/Å.

net charge = -1
calculated total energy = -78840.75151 eV
spin multiplicity = 1


The following is a quantum chemistry calculation of a 2-piece molecular cluster, C8H16N2 overall at a distorted geometry, from the Open Molecules 2025 dataset.

```
26
Properties=species:S:1:pos:R:3:forces:R:3:lowdin_charge:R:1
C 2.2631 -2.2822 1.2777 0.2 2.5 -0.1 -0.096
C 1.1032 -1.8675 0.3396 0.9 -2.0 -0.6 -0.210
C -0.0541 -1.2302 0.9817 -0.4 0.3 0.9 -0.345
C -1.3527 -1.6043 0.9653 -1.1 -0.2 0.2 -0.070
N -2.0656 -0.7523 1.8025 0.3 0.9 -0.3 0.046
C -1.1412 0.1839 2.2637 1.1 -2.0 -0.2 -0.177
N 0.0474 -0.1838 1.8649 0.8 1.0 -0.4 0.089
H 1.9007 -2.4191 2.2915 0.2 -0.6 0.0 0.070
H 2.9330 -1.4038 1.3251 -0.2 -0.2 0.4 0.072
H 2.9261 -3.0231 0.8675 -0.3 -0.8 0.0 0.059
H 1.5349 -1.3336 -0.5097 -0.3 0.4 0.1 0.100
H 0.7603 -2.8131 -0.1040 -0.3 0.2 -0.1 0.107
H -1.8871 -2.4586 0.5797 0.2 0.1 -0.4 0.116
H -3.0454 -0.5908 1.6084 0.1 0.0 0.5 0.137
H -1.1288 0.8444 3.1106 -1.2 0.4 -0.1 0.111
C 0.8502 2.4224 -2.1229 1.1 0.3 0.2 -0.130
C -0.0537 1.5606 -1.2809 -1.1 0.1 0.9 -0.332
C -1.5429 1.7015 -1.6052 0.2 -1.2 -0.8 -0.118
H 0.7304 3.5080 -2.1767 -1.2 -0.1 0.1 0.069
H 0.8961 2.0390 -3.1448 0.3 0.1 0.1 0.074
H 1.8268 2.4449 -1.6377 0.5 -0.7 -0.4 0.066
H 0.2334 0.5094 -1.3758 0.0 0.1 -0.2 0.085
H 0.0227 1.7259 -0.1989 0.5 0.4 -0.2 0.088
H -2.1468 1.1776 -0.8661 -0.1 0.4 0.4 0.048
H -1.8379 2.7375 -1.7505 -0.2 0.0 0.1 0.069
H -1.7720 1.1074 -2.5050 0.1 0.6 -0.2 0.072
```
Positions in Å, forces in eV/Å.

structure (SMILES) = CCc1c[nH]cn1.CCC
ΔE to the lowest compared entry with this formula, charge and spin = 23.51 kcal/mol
calculated total energy = -11534.96518 eV
spin multiplicity = 1


The following is a quantum chemistry calculation of one molecule with the formula C8H16N2 at a distorted geometry, from the Open Molecules 2025 dataset.

```
26
Properties=species:S:1:pos:R:3:forces:R:3:lowdin_charge:R:1
C -0.1012 2.5847 0.8825 -0.3 -1.6 -0.9 -0.044
N 0.3728 1.3830 0.9833 0.9 2.9 1.5 -0.019
N 0.1696 0.3307 0.2915 -3.0 -0.4 -3.5 -0.140
C -0.8425 0.2839 -0.7979 0.5 -0.6 0.7 -0.069
C -2.0881 0.7599 -0.6416 2.9 -0.6 -0.2 -0.153
C -2.9759 0.8225 -1.8217 -3.3 1.8 2.3 -0.105
C 1.0246 -0.7960 0.4576 2.9 -1.5 0.6 -0.542
C 2.5153 -0.5931 -0.1606 -1.1 0.5 0.5 -0.017
C 1.3348 -1.0211 1.9229 0.5 -0.2 1.1 -0.078
C 0.3565 -2.0230 -0.1723 -1.3 -0.1 2.8 -0.038
H 0.3295 3.2703 1.5486 0.5 0.8 0.9 0.027
H -0.8337 2.9933 0.1708 0.2 -0.6 0.1 0.058
H -0.5408 -0.3010 -1.6935 -0.1 0.8 0.6 0.128
H -2.1487 1.2617 0.3107 -1.2 0.2 0.0 0.094
H -2.9650 0.0059 -2.4790 0.4 -1.1 -0.9 0.053
H -4.0842 0.9518 -1.4760 1.8 -0.3 -0.6 0.109
H -2.7522 1.7563 -2.2960 0.0 0.4 -0.8 0.065
H 2.4758 -0.8234 -1.2076 0.3 -0.5 -0.6 0.051
H 2.7194 0.4805 -0.1390 0.2 0.0 0.4 0.068
H 3.3391 -1.1407 0.3794 -1.1 0.4 -0.7 0.090
H 0.4458 -1.2939 2.4559 -0.7 -0.2 0.4 0.070
H 1.6853 -0.0846 2.3966 0.1 -0.6 -0.3 0.082
H 2.0788 -1.8504 2.0876 -0.7 0.9 -0.3 0.097
H 0.5346 -2.9645 0.3753 0.3 0.5 -0.3 0.100
H -0.7355 -1.9173 -0.2504 0.3 -0.1 0.4 0.085
H 0.6861 -2.0756 -1.1272 1.1 -0.7 -3.1 0.029
```
Positions in Å, forces in eV/Å.

structure (SMILES) = C=NN(/C=C/C)C(C)(C)C
ΔE to the lowest compared entry with this formula, charge and spin = 83.17 kcal/mol
calculated total energy = -11532.37791 eV
spin multiplicity = 1


The following is a quantum chemistry calculation of a 2-piece molecular cluster, C8H16N2 overall at a distorted geometry, from the Open Molecules 2025 dataset.

```
26
Properties=species:S:1:pos:R:3:forces:R:3:lowdin_charge:R:1
C -1.8774 2.0044 0.8168 -0.3 -1.6 -1.0 -0.101
C -1.9535 1.7314 -0.7034 0.4 0.2 1.0 -0.195
C -1.7021 0.2915 -1.0068 -0.4 0.1 0.4 -0.349
C -1.5415 -0.7361 -0.1204 -0.3 -0.6 0.1 -0.085
N -1.3949 -1.8632 -0.9015 0.6 -0.6 0.0 0.047
C -1.3858 -1.4667 -2.1822 -0.1 0.8 -0.9 -0.211
N -1.5988 -0.1765 -2.2885 0.1 -0.1 -0.2 0.102
H -0.9169 1.5914 1.1317 0.1 0.7 0.4 0.056
H -2.6137 1.3372 1.2663 -0.2 0.3 0.4 0.066
H -2.0998 3.0324 1.0590 0.3 0.2 0.2 0.068
H -2.9292 2.0567 -1.0622 0.1 0.0 -0.4 0.110
H -1.1406 2.2979 -1.1464 -0.2 0.3 -0.6 0.105
H -1.5591 -0.8553 0.9517 0.0 0.3 -0.1 0.120
H -1.0810 -2.7771 -0.6212 -0.2 0.1 0.3 0.144
H -1.1773 -2.0817 -3.0466 -0.1 -0.3 0.3 0.117
C 1.7632 0.6851 0.1719 -0.4 -0.3 -1.5 -0.121
C 2.2878 -0.1854 1.2857 1.6 0.2 0.5 -0.320
C 2.6889 -1.6013 0.8619 -0.7 -0.3 0.2 -0.129
H 2.2997 0.4518 -0.7649 0.2 0.1 0.4 0.081
H 1.8044 1.7765 0.2361 0.1 -0.2 0.6 0.075
H 0.7465 0.4147 -0.1158 -0.2 0.1 0.3 0.034
H 3.2502 0.1999 1.6496 0.0 0.4 -0.2 0.096
H 1.7319 -0.1856 2.2281 -0.6 -0.1 -0.4 0.098
H 3.0965 -2.0833 1.7495 0.1 -0.3 -0.1 0.066
H 1.8709 -2.2224 0.4831 -0.2 0.1 0.2 0.057
H 3.4320 -1.6365 0.0682 0.2 0.4 0.0 0.069
```
Positions in Å, forces in eV/Å.

structure (SMILES) = CCc1c[nH]cn1.CCC
ΔE to the lowest compared entry with this formula, charge and spin = 11.77 kcal/mol
calculated total energy = -11535.47424 eV
spin multiplicity = 1


Q: Number 5 is which compound?
A: C8H16GaN2O2S